The following is a DFT calculation (wB97M-V/def2-TZVPD) of a molecular structure, C15H15AlF5N2OSSe.

## Properties
Strongest force on any atom ... 0.1 eV/Å
Total charge ... +1
Spin multiplicity ... 1
E_HOMO ... -11.084 eV

Each line ends with the natural charge from an NBO analysis.
Geometry (Å):
1 Al -0.5184 -0.0604 -1.6568  1.5192
2 F -3.9869 -1.4461 4.1753  -0.2698
3 C -3.0552 -1.4967 3.2343  0.2755
4 C -3.3276 -1.0305 1.9584  0.2772
5 F -4.5235 -0.5243 1.6699  -0.2776
6 C -2.3408 -1.0928 0.9921  0.2996
7 F -2.6399 -0.6441 -0.2444  -0.2983
8 C -1.0761 -1.5895 1.2463  -0.2926
9 Se 0.3051 -1.6628 -0.0651  -0.2370
10 C -0.8305 -2.0504 2.5329  0.3131
11 F 0.3679 -2.5459 2.8446  -0.2900
12 C -1.8002 -2.0126 3.5204  0.3173
13 F -1.5326 -2.4580 4.7413  -0.2797
14 C -1.7608 -0.2683 -3.1216  -1.3114
15 H -1.6180 0.5426 -3.8411  0.2438
16 H -2.8049 -0.2576 -2.8068  0.2505
17 H -1.5932 -1.2027 -3.6635  0.2425
18 C -2.0838 3.3667 0.7741  -0.4261
19 N -0.6306 3.2156 0.6779  -0.3323
20 C 0.2208 4.1636 1.3872  -0.4061
21 C -0.1288 2.2664 -0.0587  0.5672
22 O -0.8722 1.4741 -0.7036  -0.7870
23 H -2.3015 4.1002 1.5440  0.2277
24 H -2.5388 2.4130 1.0329  0.2343
25 H -2.4908 3.7011 -0.1791  0.2334
26 H 0.0146 4.1126 2.4550  0.2243
27 H 0.0229 5.1735 1.0308  0.2253
28 H 1.2658 3.9214 1.2108  0.2209
29 H 0.9573 2.1811 -0.1090  0.1830
30 S 1.5566 0.5458 -2.6480  -0.2626
31 C 2.6473 -0.6786 -2.0819  0.1256
32 N 2.4697 -1.9468 -2.5181  -0.4665
33 C 3.2330 -2.9950 -2.1509  0.0841
34 C 4.2861 -2.8000 -1.3033  -0.2457
35 C 4.5400 -1.5023 -0.8509  -0.0848
36 C 3.7327 -0.4547 -1.2356  -0.2418
37 H 1.6919 -2.0988 -3.1504  0.4486
38 H 2.9615 -3.9549 -2.5635  0.2447
39 H 4.9006 -3.6349 -1.0042  0.2564
40 H 5.3722 -1.3204 -0.1845  0.2459
41 H 3.9090 0.5512 -0.8871  0.2495

Forces on atoms 1 to 2 (eV/Å):
0.0 0.0 0.0
0.0 0.0 0.0